{
  "formula": "C42H60BrIN7SSbSi3Tl",
  "method": "wB97M-V/def2-TZVPD",
  "multiplicity": 1,
  "charge": 3,
  "homo_energy_ev": [-14.878, -14.878],
  "e_lumo_ev": [-8.29, -8.28],
  "total_energy_ha": -6570.09907,
  "relative_energy_kj_mol": 0.00,
  "homo_lumo_gap_ev": [6.583, 6.594],
  "species": ["Tl", "C", "Sb", "C", "C", "C", "C", "C", "C", "N", "Si", "C", "C", "C", "C", "C", "C", "C", "C", "C", "N", "Si", "C", "C", "C", "Si", "C", "C", "C", "H", "H", "H", "H", "H", "H", "H", "H", "H", "H", "H", "H", "H", "H", "H", "H", "H", "H", "H", "H", "H", "H", "H", "H", "H", "H", "H", "H", "H", "H", "H", "H", "H", "H", "H", "H", "H", "H", "N", "C", "C", "C", "C", "C", "C", "N", "C", "C", "C", "S", "C", "N", "H", "H", "H", "H", "H", "H", "H", "Br", "C", "C", "C", "C", "C", "C", "I", "H", "H", "H", "H", "N", "C", "C", "N", "C", "C", "H", "H", "H", "H", "H", "H", "H", "H", "H", "H", "H"],
  "positions_angstrom": [[-0.532, -1.104, 0.323], [2.659, 3.543, 2.010], [2.382, 1.913, 0.666], [2.683, 0.304, 1.789], [3.068, -0.996, 1.208], [4.420, -1.241, 0.976], [4.814, -2.523, 0.628], [3.849, -3.507, 0.489], [2.524, -3.157, 0.688], [2.129, -1.937, 1.048], [2.284, 0.241, 3.685], [1.409, -1.369, 4.053], [3.989, 0.256, 4.439], [1.208, 1.648, 4.293], [3.281, 2.263, -1.279], [3.394, 0.870, -1.856], [4.331, 0.530, -2.833], [4.302, -0.733, -3.394], [3.332, -1.635, -2.979], [2.457, -1.225, -1.993], [2.484, -0.016, -1.436], [1.894, 3.132, -2.324], [2.468, 3.331, -4.085], [0.363, 2.035, -2.344], [1.454, 4.783, -1.564], [4.966, 3.235, -1.063], [5.707, 3.765, -2.701], [4.757, 4.847, -0.124], [6.080, 2.057, -0.127], [1.998, 3.406, 2.858], [2.431, 4.479, 1.514], [3.700, 3.522, 2.323], [5.143, -0.446, 1.097], [5.860, -2.748, 0.466], [4.113, -4.520, 0.224], [1.737, -3.890, 0.554], [2.079, -2.228, 4.019], [0.576, -1.565, 3.380], [1.006, -1.297, 5.066], [4.595, -0.566, 4.057], [3.921, 0.140, 5.522], [4.515, 1.190, 4.239], [0.505, 2.014, 3.547], [1.781, 2.490, 4.679], [0.621, 1.265, 5.130], [5.075, 1.239, -3.149], [5.028, -1.008, -4.147], [3.273, -2.630, -3.392], [1.697, -1.902, -1.616], [2.910, 2.418, -4.481], [3.186, 4.138, -4.209], [1.600, 3.570, -4.703], [0.413, 1.340, -3.183], [-0.518, 2.662, -2.478], [0.218, 1.437, -1.443], [2.257, 5.512, -1.667], [1.188, 4.723, -0.505], [0.585, 5.184, -2.089], [5.125, 4.582, -3.128], [5.852, 3.019, -3.474], [6.691, 4.178, -2.466], [5.308, 5.616, -0.667], [5.184, 4.798, 0.877], [3.735, 5.202, -0.041], [6.135, 1.076, -0.599], [5.742, 1.921, 0.904], [7.094, 2.455, -0.078], [-2.738, 1.508, 3.596], [-2.433, 2.637, 2.858], [-2.715, 3.984, 3.054], [-2.256, 4.856, 2.089], [-1.553, 4.401, 0.961], [-1.277, 3.062, 0.775], [-1.715, 2.168, 1.754], [-1.573, 0.790, 1.846], [-2.206, 0.445, 2.946], [-2.287, -0.929, 3.435], [-2.807, -1.352, 4.623], [-2.638, -3.040, 4.770], [-1.892, -3.083, 3.241], [-1.769, -1.929, 2.647], [-3.251, 1.489, 4.462], [-3.269, 4.335, 3.913], [-2.453, 5.913, 2.195], [-1.239, 5.121, 0.218], [-0.778, 2.710, -0.118], [-3.263, -0.774, 5.408], [-1.542, -4.010, 2.816], [-3.477, 4.461, -2.763], [-2.933, 3.539, -4.314], [-2.515, 4.282, -5.414], [-2.078, 3.642, -6.561], [-2.043, 2.257, -6.620], [-2.462, 1.511, -5.530], [-2.915, 2.154, -4.388], [-3.582, 0.997, -2.772], [-2.541, 5.361, -5.362], [-1.767, 4.231, -7.412], [-1.699, 1.756, -7.512], [-2.441, 0.430, -5.574], [-4.200, -2.594, -3.731], [-4.565, -3.339, -2.480], [-3.549, -2.960, -1.407], [-2.168, -3.232, -1.781], [-1.824, -2.666, -3.078], [-2.824, -2.984, -4.188], [-4.221, -1.583, -3.502], [-4.886, -2.750, -4.472], [-4.532, -4.403, -2.717], [-5.582, -3.064, -2.206], [-3.792, -3.476, -0.480], [-3.641, -1.886, -1.206], [-1.974, -4.227, -1.744], [-0.838, -3.013, -3.384], [-1.762, -1.579, -2.966], [-2.864, -4.050, -4.415], [-2.603, -2.433, -5.102]],
  "mulliken_charge": [0.9201, -1.1112, 0.3627, -0.7564, -0.4292, 0.0719, -0.9224, -0.7469, -0.8961, 0.2923, 0.4064, -0.6629, -1.2429, -0.9564, 2.7129, -1.5622, -0.3305, -0.9398, -1.2835, -0.4560, 0.6548, 0.2187, -1.2243, -0.1932, -0.6880, 0.8782, -1.3225, -1.3178, -1.0995, 0.2974, 0.4498, 0.4234, 0.6157, 0.5533, 0.4994, 0.5094, 0.4372, -0.1814, 0.4974, 0.3390, 0.4235, 0.3458, 0.0242, 0.5109, 0.5168, 0.2026, 0.5459, 0.5580, 0.2266, 0.3753, 0.3849, 0.4326, 0.4610, 0.2393, -0.3660, 0.4317, -0.0342, 0.5074, 0.3506, 0.4364, 0.4380, 0.5116, 0.3793, 0.2854, 0.3233, 0.2161, 0.6159, -0.0299, 0.9503, -1.3053, -0.6758, -1.2092, 0.2024, -0.7989, 0.0148, 0.3244, -0.3791, -0.3074, -0.0801, -0.4279, 0.1457, 0.2380, 0.4780, 0.4566, 0.6167, 0.7257, 0.4050, 0.4488, -0.0705, 0.0877, -0.4851, -0.6040, -0.7639, -0.1312, 0.0084, 0.2987, 0.4632, 0.4238, 0.4348, 0.4479, 0.0979, -0.7462, -0.4811, -0.1446, -0.2258, -0.8951, -0.1011, 0.3853, 0.3700, 0.4138, 0.4704, 0.1141, 0.3591, 0.4624, 0.0758, 0.3940, 0.3889]
}